## A
# C19H39HfN2O11

A molecular structure, C19H39HfN2O11 (ωB97M-V/def2-TZVPD, the Open Molecules 2025 dataset).

Output
- Multiplicity: 1
- Net charge: +3
- HOMO-LUMO gap: 1.42 eV

Geometry (Å):
Hf: 0.29049 -2.01029 -2.66162
N: -0.36843 1.51319 -0.71723
O: 0.66792 0.84674 -0.76241
O: -0.64808 2.40675 0.07087
O: -1.14325 0.99850 -1.53903
C: -5.83231 2.80368 -2.96841
N: -5.03892 3.64299 -3.96472
O: -4.88384 4.84253 -3.62121
O: -4.71303 3.21279 -5.03172
H: -5.75721 3.44813 -2.09255
H: -5.31120 1.84703 -2.93137
H: -6.82133 2.79894 -3.42658
C: 0.95953 -3.67084 -6.78294
O: 0.74927 -2.39427 -6.18330
C: 0.95310 -1.40516 -7.19028
C: 0.39345 -0.07204 -6.72644
O: 0.62938 0.18234 -5.30822
C: 0.97824 1.54362 -5.17809
H: 1.80079 -3.73241 -7.47330
H: 0.07667 -3.79608 -7.40981
H: 1.06160 -4.58532 -6.19866
H: 0.39915 -1.74307 -8.06608
H: 1.93632 -1.25204 -7.63516
H: -0.68317 -0.11015 -6.89240
H: 0.79092 0.71911 -7.36221
H: 1.17774 1.91011 -4.17111
H: 0.09798 2.08615 -5.52292
H: 1.83829 2.02006 -5.64865
C: 2.71400 -3.67040 0.91514
O: 1.53084 -2.84909 0.68596
C: 0.83648 -2.45131 1.86142
C: -0.64663 -2.88825 1.77093
O: -1.17320 -2.44326 0.46652
C: -2.61051 -2.42047 0.54823
H: 3.45769 -3.10134 1.47300
H: 3.16099 -4.06022 0.00063
H: 2.45638 -4.61911 1.38597
H: 0.94849 -1.36862 1.91930
H: 1.20718 -2.88760 2.78896
H: -1.22695 -2.51457 2.61456
H: -0.68928 -3.97561 1.70833
H: -3.07962 -1.92968 -0.30451
H: -3.05835 -1.97406 1.43607
H: -2.92071 -3.46453 0.50565
C: 6.86529 -1.30991 5.02484
O: 6.47825 -0.34537 4.07057
C: 5.32519 0.45753 4.33110
C: 4.73881 1.03540 2.93875
O: 5.56540 2.07088 2.40648
C: 4.98674 2.75240 1.25529
H: 6.96619 -0.86552 6.01500
H: 7.82476 -1.76379 4.77682
H: 6.16126 -2.13992 4.96538
H: 5.67111 1.34738 4.85705
H: 4.57897 -0.06399 4.93051
H: 3.78473 1.47856 3.22419
H: 4.67719 0.14996 2.30605
H: 4.03355 3.19102 1.55047
H: 4.81826 2.04870 0.44011
H: 5.72345 3.50543 0.97544
C: -6.32312 2.17317 5.68967
C: -5.90687 0.84565 5.62812
C: -4.74183 0.61878 4.86848
C: -4.03804 1.64483 4.20473
C: -4.57334 2.96823 4.28672
C: -5.71431 3.17324 4.97646
H: -7.13558 2.46104 6.34039
H: -6.42622 0.15529 6.27625
H: -4.44136 -0.41207 4.75243
H: -3.16100 1.36774 3.63868
H: -4.15941 3.84097 3.80361
H: -6.08480 4.18182 5.08557

## B
# C19H39HfN2O11

A molecular structure, C19H39HfN2O11 (ωB97M-V/def2-TZVPD, the Open Molecules 2025 dataset).

Output
- Multiplicity: 1
- Net charge: +3
- HOMO-LUMO gap: 1.38 eV

Geometry (Å):
Hf: 4.38244 -0.34985 -0.47442
N: 1.49766 0.43644 -0.80001
O: 2.15506 0.56687 0.25383
O: 0.32689 0.67478 -0.97070
O: 2.29816 0.07337 -1.62920
C: 1.17606 2.65626 -3.60699
N: -0.15790 3.14430 -3.28513
O: -1.12507 2.79462 -3.95205
O: -0.24910 4.02260 -2.44421
H: 1.77621 2.65711 -2.69709
H: 1.65682 3.36406 -4.28226
H: 1.07395 1.59468 -3.83222
C: -1.15495 -4.98481 4.42658
O: -2.31056 -4.92274 3.50489
C: -2.01848 -5.16712 2.09019
C: -1.24940 -4.12179 1.30472
O: -1.94407 -2.91735 0.90396
C: -1.31496 -2.21868 -0.15219
H: -1.54182 -4.63342 5.38311
H: -0.29477 -4.35184 4.20853
H: -0.71192 -5.97514 4.53176
H: -2.92231 -5.39663 1.52582
H: -1.40637 -6.06336 1.98934
H: -0.93367 -4.58442 0.36964
H: -0.35081 -3.75273 1.79911
H: -1.84222 -1.27560 -0.29606
H: -1.50185 -2.80940 -1.04897
H: -0.24771 -2.03509 -0.02820
C: 0.73215 3.48947 4.75097
O: 1.16404 4.28342 3.64486
C: 2.55549 4.00780 3.34732
C: 2.85625 4.21076 1.78676
O: 2.40138 5.54829 1.49185
C: 2.41420 5.88506 0.06641
H: 0.65066 2.45796 4.40829
H: -0.26715 3.85864 4.98164
H: 1.37197 3.63134 5.62195
H: 2.87477 3.00701 3.63814
H: 3.10972 4.70212 3.97887
H: 2.51763 3.38687 1.15856
H: 3.90788 4.31934 1.52144
H: 2.04707 6.88049 -0.18348
H: 1.85726 5.16348 -0.53129
H: 3.39210 5.96766 -0.40792
C: -1.95096 -3.18223 -6.61043
O: -0.97577 -2.30118 -7.32162
C: -1.13638 -0.92870 -7.16471
C: -0.80404 -0.44918 -5.75329
O: -1.69879 -1.06731 -4.87544
C: -1.57275 -0.63963 -3.50544
H: -1.72573 -4.17242 -7.00655
H: -2.97619 -2.94467 -6.89431
H: -1.83837 -3.20878 -5.52659
H: -2.11046 -0.65125 -7.56755
H: -0.48309 -0.47366 -7.90919
H: -0.71660 0.63686 -5.72230
H: 0.20244 -0.82311 -5.56547
H: -0.59604 -1.01013 -3.19419
H: -2.16560 -1.31015 -2.88332
H: -1.86948 0.39734 -3.34813
C: -0.90975 0.16049 2.96306
C: -1.45261 0.46341 4.20394
C: -0.86588 -0.10936 5.35146
C: 0.18182 -1.02615 5.19950
C: 0.71050 -1.31376 3.89923
C: 0.09654 -0.75401 2.79265
H: -1.21929 0.65340 2.05332
H: -2.23982 1.19569 4.30621
H: -1.19550 0.13094 6.35147
H: 0.60825 -1.54114 6.04764
H: 1.49715 -2.04501 3.78586
H: 0.55547 -0.91149 1.82777

Verdict on stability: A comes out at the bottom.

## A
# CH2N2S4

CH2N2S4 in the gas phase (ωB97M-V/def2-TZVPD, the Open Molecules 2025 dataset).

Output
- Multiplicity: 1
- HOMO-LUMO gap (spin up / spin down): 7.41 / 7.40 eV

Geometry (Å):
C: 0.58024 -0.65627 -0.41553
N: -0.57259 -1.16386 -0.33309
N: -1.40636 -0.89901 0.56983
S: -3.75966 0.47221 -0.90512
S: -2.88212 -0.35277 0.57191
S: 2.83342 1.09660 -0.06055
S: 0.93299 0.78346 0.53065
H: 1.30556 -1.02513 -1.01954
H: 2.96851 1.74476 1.06144

## B
# CH2N2S4

2 unconnected molecules or ions with the total composition CH2N2S4 (ωB97M-V/def2-TZVPD, the Open Molecules 2025 dataset).

Output
- Multiplicity: 1
- HOMO-LUMO gap (spin up / spin down): 7.35 / 7.36 eV

Geometry (Å):
C: 3.72711 -0.45402 0.52127
N: 3.46938 -1.59539 0.68924
N: 0.46736 -2.02664 -0.69479
S: 3.74733 1.05877 0.29367
S: -1.78492 -3.81931 0.09353
S: -0.26509 -3.41234 -0.95246
S: 0.29301 -1.07421 0.62781
H: 3.83881 -2.53996 0.43369
H: 1.23703 -0.21319 0.06863

Verdict on stability: A comes out at the bottom.

## A
# C2H3ClSi

2 unconnected molecules or ions with the total composition C2H3ClSi (ωB97M-V/def2-TZVPD, the Open Molecules 2025 dataset).

Output
- Multiplicity: 1
- HOMO-LUMO gap: 9.18 eV

Geometry (Å):
C: -0.69878 -0.83148 -0.02853
C: -1.66588 0.06533 -0.02806
Si: 0.06871 0.86450 -0.02609
Cl: -3.35890 0.14531 -0.00017
H: -0.90357 -2.53667 0.04792
H: 0.59219 1.46824 1.19056
H: 0.57578 1.49502 -1.23566

## B
# C2H3ClSi

2 unconnected molecules or ions with the total composition C2H3ClSi (ωB97M-V/def2-TZVPD, the Open Molecules 2025 dataset).

Output
- Multiplicity: 1
- HOMO-LUMO gap (spin up / spin down): 10.23 / 7.55 eV

Geometry (Å):
C: 1.57088 -0.48613 -1.64707
C: 1.03179 -0.29301 -0.61298
Si: 0.04236 0.13030 0.87862
Cl: 0.47822 -0.94659 2.47963
H: 2.04982 -0.45639 -2.56828
H: -3.69151 1.52595 0.79797
H: -1.48155 0.52587 0.67212

Verdict on stability: B comes out at the bottom.

## A
# C4H8Si

2 unconnected molecules or ions with the total composition C4H8Si (ωB97M-V/def2-TZVPD, the Open Molecules 2025 dataset).

Output
- Multiplicity: 1
- HOMO-LUMO gap: 7.81 eV

Geometry (Å):
C: -2.52215 1.12257 -0.19034
C: -2.00645 0.03971 -0.02478
C: 1.60244 1.06241 0.54625
C: -1.30809 -1.15814 -0.08057
Si: 1.38736 -0.75560 -0.03070
H: -3.00475 1.93826 -0.61972
H: 2.22430 1.07205 1.41474
H: 2.03968 1.68770 -0.22737
H: 0.51554 1.20808 0.56710
H: -1.23929 -1.43295 -1.21345
H: -1.18366 -1.94540 0.58812
H: 1.68474 -1.98489 0.63737
H: 1.81031 -0.85381 -1.36666

## B
# C4H8Si

C4H8Si in the gas phase (ωB97M-V/def2-TZVPD, the Open Molecules 2025 dataset).

Output
- Multiplicity: 1
- SMILES string: C1=C[SiH2]CC1
- HOMO-LUMO gap: 10.48 eV

Geometry (Å):
C: -0.98915 1.13880 0.03780
C: 0.34233 1.52936 0.01283
Si: 1.51675 0.11419 -0.00312
C: 0.14396 -1.12379 0.02734
C: -1.27076 -0.26771 -0.08659
H: -1.86156 1.85205 0.13697
H: 0.75704 2.58677 0.02095
H: 2.26184 -0.25228 -1.24355
H: 2.51355 0.02335 1.15057
H: 0.34757 -1.69816 0.92795
H: 0.14277 -1.85336 -0.79299
H: -1.88281 -0.57940 0.71139
H: -1.74691 -0.23739 -1.03255

Verdict on stability: A comes out at the bottom.

## A
# C18H24N2O2S

A molecular structure, C18H24N2O2S (ωB97M-V/def2-TZVPD, the Open Molecules 2025 dataset).

Output
- Multiplicity: 1
- HOMO-LUMO gap: 8.80 eV

Geometry (Å):
C: -6.79334 -0.62440 1.39077
C: -5.60768 -1.52724 0.71073
C: -5.29927 -1.04535 -0.76423
O: -4.89012 0.14233 -0.88998
C: -3.63052 0.26122 -0.69232
C: -3.33596 1.69629 -0.57362
C: -2.08125 2.04141 -0.17798
C: -1.05729 1.25284 -0.07245
C: -1.45930 -0.08028 0.02595
C: -2.65991 -0.54937 -0.17981
H: -2.99974 -1.35408 -0.09730
H: -0.78530 -0.77134 0.26796
C: 0.36898 1.53252 0.19876
O: 0.82997 2.78422 -0.20513
N: 1.03612 0.98704 1.10192
H: 0.55813 0.14925 1.75984
C: 2.46837 1.09302 1.57356
H: 2.53638 1.13840 2.68372
H: 2.75626 2.38175 1.13606
C: 3.40780 0.33495 0.93905
C: 2.70682 -0.83835 -0.00228
C: 1.76968 -0.71062 -0.80772
C: 1.48716 -1.97913 -1.33939
C: 1.99966 -3.03814 -0.49794
S: 3.09648 -2.30306 0.31278
H: 2.02951 -4.12563 -0.78870
H: 0.82215 -2.44606 -2.21272
H: 1.56218 0.25841 -1.45144
N: 4.30003 1.01287 0.12243
C: 5.61116 0.26001 -0.23124
H: 6.02841 0.02234 0.56531
H: 6.26099 0.94737 -0.89859
H: 5.42547 -0.50274 -0.96779
C: 3.81574 1.55094 -1.19886
H: 3.65846 0.90286 -2.00014
H: 2.93284 2.36666 -0.91701
H: 4.57144 2.44804 -1.67661
H: 4.04294 -0.15414 1.87619
H: -1.71287 3.24744 -0.40667
H: -4.14274 2.63055 -0.82977
H: -4.70026 -1.94137 -1.03910
H: -6.52709 -1.04602 -1.07419
H: -6.17807 -2.60416 0.76537
H: -4.90062 -1.56767 1.33774
H: -6.64905 0.47982 1.16908
H: -6.85839 -0.93724 2.33834
H: -7.69618 -0.85676 0.80608

## B
# C18H24N2O2S

C18H24N2O2S in the gas phase (ωB97M-V/def2-TZVPD, the Open Molecules 2025 dataset).

Output
- Multiplicity: 1
- SMILES string: CCCn1cc(SCC(=O)NC[C@H]2CCCO2)c2ccccc21
- HOMO-LUMO gap: 8.63 eV

Geometry (Å):
C: -5.11987 -0.17287 2.03597
C: -4.16900 0.31757 0.95290
C: -2.70600 0.13790 1.37298
N: -1.79918 0.58132 0.34933
C: -1.24500 1.82524 0.27151
C: -0.46708 1.92421 -0.84794
S: 0.47854 3.31836 -1.37346
C: 1.50850 3.58683 0.10527
C: 2.34909 2.39149 0.54740
O: 2.73624 2.31212 1.69423
N: 2.60974 1.49910 -0.42052
C: 3.45233 0.33418 -0.26487
C: 3.07313 -0.54324 0.94818
C: 1.62474 -1.02994 0.88893
C: 1.73616 -2.27574 0.01015
C: 3.17261 -2.75616 0.27166
O: 3.86053 -1.71707 0.95262
C: -0.55855 0.67751 -1.53317
C: 0.00168 0.17676 -2.70655
C: -0.29812 -1.11479 -3.07430
C: -1.14470 -1.91169 -2.29749
C: -1.71123 -1.44006 -1.13363
C: -1.41351 -0.13703 -0.75003
H: -4.96513 0.37903 2.96039
H: -6.15176 -0.03647 1.72371
H: -4.95904 -1.22970 2.23709
H: -4.35239 1.37448 0.74839
H: -4.34276 -0.23446 0.02703
H: -2.50733 -0.91710 1.58432
H: -2.50831 0.71193 2.28238
H: -1.42044 2.55251 1.04086
H: 2.17878 4.40780 -0.15622
H: 0.88116 3.90859 0.93632
H: 2.22918 1.68777 -1.33799
H: 4.49802 0.63717 -0.13853
H: 3.36970 -0.26040 -1.17566
H: 3.29515 0.00930 1.86393
H: 1.28982 -1.29526 1.89163
H: 0.95557 -0.28007 0.47831
H: 1.59567 -2.01601 -1.03884
H: 1.00168 -3.03407 0.27144
H: 3.19805 -3.63995 0.91755
H: 3.69742 -2.99753 -0.66062
H: 0.64580 0.79902 -3.31046
H: 0.12309 -1.52653 -3.97955
H: -1.35807 -2.91959 -2.62083
H: -2.36493 -2.06446 -0.54381

Verdict on stability: A comes out at the bottom.